(1)
115
Properties=species:S:1:pos:R:3:mulliken_charge:R:1 method="wB97M-V/def2-TZVPD" e_tot_ha=-3486.3596 relative_energy_kj_mol=386.4 homo_energy_ev=-7.936 orbital_gap_ev=6.99
C 8.58 0.24 0.42 -0.8061
H -7.00 1.93 1.25 0.3078
H -0.86 0.40 -1.52 0.3213
H -2.36 1.84 1.42 0.0281
H 6.00 -4.54 -1.00 0.4170
C 4.05 -6.02 3.17 -0.2384
H -1.66 2.97 2.59 0.2554
H -4.55 2.03 -7.04 0.3824
C -5.11 -1.98 -5.25 -0.8204
C 5.75 -5.06 1.70 -0.0898
H 6.19 -5.88 3.67 0.3630
H 8.07 2.11 -1.49 -0.2543
C -5.62 0.68 -3.45 -1.0996
H -5.02 4.84 2.27 0.2982
H -3.13 -1.68 -7.24 0.2918
H -5.84 4.03 4.66 0.2690
H 7.84 -0.83 3.75 0.3613
H -1.45 -0.64 0.70 0.4042
H 1.60 1.29 3.76 0.5238
H 9.52 0.82 0.39 0.6136
H -6.23 0.39 -4.31 0.3017
C -0.53 -0.04 0.61 -0.8363
H -5.48 1.02 -6.00 0.1679
H 7.47 -1.83 2.33 0.2465
C -4.11 -0.19 -1.86 -1.3747
H -1.86 0.56 -7.12 0.3094
H -2.97 -3.15 -6.26 0.3978
P -4.70 1.76 2.77 0.9384
C 8.06 0.29 1.91 -0.0707
H -5.78 -1.34 -5.84 0.2644
H 3.36 -2.52 0.43 -0.1518
H 6.86 0.02 -1.80 -0.1330
H 3.74 -6.49 4.12 0.3256
H 2.64 -4.94 0.22 0.3029
H -7.48 3.77 4.20 0.4032
C -0.19 0.53 -0.64 -0.2478
H 4.28 -4.38 -1.39 0.3164
C -3.42 2.53 5.22 -0.8115
H 3.94 -1.39 -2.40 0.2848
C 3.03 -5.76 2.22 -0.7529
H -3.90 0.83 -1.50 0.4672
H 2.74 0.00 3.30 0.3561
H -6.31 0.59 -2.61 0.3527
C -4.01 4.55 2.55 -0.9229
Si 7.33 1.01 -0.82 0.4375
H 2.92 -2.74 -1.90 0.4949
H 3.07 2.95 -0.53 0.5119
O -2.43 0.99 -3.52 -0.8352
C 1.85 1.38 0.41 1.1078
H 5.52 -0.85 0.90 -0.0495
C 2.32 0.97 2.97 -1.7771
H -1.95 0.69 3.71 0.4009
H 3.53 2.62 1.16 0.3421
O -5.49 0.47 2.89 -0.8405
C -2.89 -2.06 -6.24 -1.0727
C -2.18 1.35 -6.43 -1.0685
H -7.80 1.54 2.78 0.3319
H 4.39 0.81 -1.89 -0.1335
C 3.29 -1.74 -1.57 -1.5224
C 5.40 -5.69 2.93 -0.7019
C -4.54 1.06 -6.55 -0.8501
N -3.38 0.96 -5.69 0.1845
H -5.33 1.74 -3.55 0.2902
H -3.23 -0.80 -1.68 0.3316
O 5.26 -2.71 -0.51 -0.3101
H -2.51 3.08 4.92 0.2244
N -3.76 -1.47 -5.23 0.0694
I 9.07 -1.76 -0.26 0.0036
C -7.27 2.33 2.23 -1.0653
H 3.86 -0.59 1.45 -0.1940
H -2.35 2.26 -7.01 0.3852
H -1.84 -1.83 -6.04 0.3219
H -5.14 -2.97 -5.72 0.3481
C 4.06 -1.97 -0.24 0.8769
C 4.48 -0.67 0.54 0.6083
N -4.48 -0.19 -3.28 0.1854
C 3.18 2.14 0.23 -1.5778
C 0.26 0.10 1.78 -0.7700
H -2.62 0.11 5.25 0.3944
H 2.39 -1.11 -1.43 0.3092
H -3.83 4.83 3.59 0.2972
C 3.40 -5.15 0.99 -0.1475
N -3.82 1.54 4.25 0.0982
C -6.52 3.26 4.27 -1.1386
H -4.57 0.29 -7.33 0.2399
H -4.20 3.25 5.44 0.1612
H -3.20 2.04 6.17 0.3655
H 9.19 -1.43 2.77 0.4158
H 1.97 -6.00 2.36 0.3697
H 1.37 1.73 -1.69 0.3742
H -3.35 5.17 1.94 0.3565
H -2.16 3.52 0.97 0.4940
H -6.61 2.44 4.99 0.2989
N -6.09 2.80 2.96 0.2182
H 7.01 0.63 2.00 0.1377
C 4.76 -4.80 0.73 0.4903
C -2.88 0.43 4.24 -1.2138
C 1.02 1.26 -0.76 -0.8381
H 6.79 -4.77 1.50 0.3882
N -3.76 3.14 2.31 0.2169
H -5.52 -2.12 -4.26 0.2733
Si 4.52 0.95 -0.44 0.1795
H 3.08 1.77 2.88 0.2205
H -3.31 -0.45 3.74 0.2719
C 8.15 -1.05 2.71 -1.3427
C 1.48 0.83 1.67 1.0946
H -1.36 1.56 -5.75 0.2587
H -4.92 -0.60 -1.26 0.4676
O 6.01 1.71 -0.04 -0.3382
H -7.97 3.15 2.07 0.3327
C -2.42 2.86 1.80 -0.9697
H -0.05 -0.36 2.73 0.6469
P -3.10 -0.11 -4.36 0.8283
H 8.68 1.02 2.48 0.3860
C 5.04 -4.10 -0.63 -0.9471

(2)
121
Properties=species:S:1:pos:R:3:mulliken_charge:R:1 method="wB97M-V/def2-TZVPD" e_tot_ha=-3407.6021 homo_energy_ev=-9.059 orbital_gap_ev=9.28
H 1.50 -0.62 -3.11 -0.1024
C -3.39 3.33 0.39 0.1714
H 0.29 0.26 -4.06 0.1769
C 1.79 -0.78 -5.26 -0.6738
S -2.97 -2.63 -1.77 0.9859
H 0.53 -3.83 6.23 0.3247
O -3.62 2.34 -4.99 -0.3707
C 4.36 2.69 -1.00 -0.3412
N 3.41 -0.25 2.72 0.0862
C -2.85 0.85 -3.41 0.0678
H -3.75 3.54 5.43 0.3614
C 2.20 -5.61 0.35 -0.3599
H 3.27 2.63 -0.99 0.0773
H 4.28 -3.18 0.32 0.3491
H -5.75 -2.13 -2.41 0.2449
H -3.02 5.36 3.10 0.0023
H -4.98 1.23 -1.39 0.0046
H -0.34 -2.43 4.25 0.2932
H -4.07 -3.81 -4.49 0.3135
S -3.22 1.11 -5.91 1.1784
H -1.47 0.61 0.89 -1.1384
C 1.55 -2.77 3.32 1.6163
C 0.30 -3.29 4.05 -0.6158
C -0.58 0.23 1.39 0.6496
H -0.18 -2.48 -3.19 -0.3096
O -2.61 0.24 -4.69 -0.3596
C -3.18 5.20 4.17 -0.3513
C 1.13 0.56 -0.34 -0.1131
C 5.51 4.43 0.23 -0.5437
C -1.99 5.74 4.87 -0.5538
O -2.15 1.36 -6.86 -0.5676
H 2.19 0.30 -0.31 0.2682
C -4.23 -2.86 -3.98 -0.4149
H 1.19 -5.49 0.76 0.2057
O -5.19 3.28 -0.97 -0.5226
H 1.00 -5.05 5.10 0.2801
O 1.96 -2.13 -5.57 -0.4350
C 1.08 -3.02 -4.91 -0.3988
H 2.22 -5.71 -1.99 0.4934
O -3.05 -2.31 -3.42 -0.1893
H 2.60 -2.65 0.40 -0.5466
H -2.13 0.47 -2.69 -0.1821
H 2.92 -1.14 2.73 0.3004
H -2.11 2.78 -3.73 0.3692
H -4.18 4.99 -0.45 0.3914
H 0.98 -4.80 -1.17 -0.2399
H -6.00 -3.69 -3.15 0.3528
O -0.22 -1.06 0.89 -0.4701
O -4.42 0.38 -6.42 -0.5991
H 2.53 -3.25 -2.03 -0.1210
C -3.95 1.89 0.40 0.7162
O -3.32 -1.40 -1.03 -0.4006
H 5.96 3.75 -1.75 0.2399
H 6.59 4.34 0.12 0.1924
H -0.50 -0.68 -1.13 -1.6461
H -3.26 1.09 0.13 -0.7966
H -3.72 2.87 -3.00 0.2498
H 4.66 2.12 -1.88 0.3475
H 0.52 -3.72 -5.52 0.3349
H -1.36 6.41 4.28 0.3409
C 0.33 -0.82 -0.43 2.1057
C 4.99 3.26 1.14 -0.4341
H 0.18 2.19 0.82 0.6182
H 1.34 -1.93 2.65 -1.3447
H 3.11 0.67 2.44 -0.0295
O -4.39 -3.49 -1.78 -0.3800
H 4.05 3.36 1.68 0.2363
H 2.77 -3.07 6.28 0.3311
H -0.71 0.33 2.47 0.5815
H -4.17 5.62 4.35 0.4218
C 2.04 -5.08 -1.11 -0.2432
H 3.86 -4.28 -1.78 0.4343
H 4.20 -1.85 4.05 0.3733
C 1.02 -3.97 5.26 -0.6752
C 0.16 -2.06 -4.14 0.5361
H -1.80 2.75 5.36 0.2861
H 5.71 3.03 1.93 0.3571
H -2.50 6.12 5.75 0.2850
O 4.90 2.17 0.25 -0.2822
O 2.51 -2.52 4.36 -0.5046
H -0.66 -1.97 -4.85 0.1833
H -6.10 1.80 -0.09 0.2988
H 0.88 -1.65 -0.88 -0.4456
C 2.46 -3.54 5.35 -0.5742
H -3.76 0.30 -3.13 0.0892
O -1.16 4.65 5.12 -0.4559
C 0.85 -0.67 -3.99 0.0042
H 1.42 1.18 1.61 -0.3690
C -1.76 3.49 4.56 0.0458
C 4.68 -0.26 3.04 0.4214
H 3.21 -4.28 5.05 0.3050
C -3.28 3.78 4.48 -0.4249
C -5.11 1.90 -0.54 -0.4499
N 4.98 -1.43 3.57 -0.4281
C 0.57 1.18 0.93 -0.4242
H -0.25 -4.01 3.44 0.3418
H -4.28 1.66 1.41 0.3168
C 2.97 -3.90 -1.28 -0.1529
H -3.71 3.20 3.66 0.1547
H 2.53 -6.64 0.50 0.3187
O 5.42 0.70 2.94 -0.6747
H 1.15 -0.38 -6.05 0.3322
H 4.51 4.79 -1.80 0.3431
O -1.83 -3.39 -1.41 -0.5081
H 1.85 -3.53 2.60 -0.0894
H 5.89 -1.34 3.99 0.2618
H 5.22 5.35 0.72 0.3949
C 3.25 -3.49 0.16 0.3963
H -4.50 -2.18 -4.79 0.3153
C -3.09 2.31 -3.69 -0.0652
C -4.58 4.10 0.03 -0.6015
H -3.07 3.52 1.41 -0.2629
H 0.90 1.35 -1.05 0.4679
H 1.58 -3.69 -4.21 0.0642
H 2.73 -0.25 -5.15 0.3418
O 3.07 -4.68 0.96 -0.4686
C 5.06 4.05 -1.22 -0.5716
H -1.35 2.94 3.72 -0.0393
C -5.23 -3.00 -2.81 -0.3572
H -2.56 3.60 -0.26 0.3425
H -5.23 4.35 0.87 0.3276